89
Properties=species:S:1:pos:R:3 method="wB97M-V/def2-TZVPD" total_charge=+2 de_lowest_ev=0.624 spin_multiplicity=3 lumo_ha="-0.2637 / -0.3136" e_tot_ha=-4768.0590 s_squared=2.01
C 3.20899 2.05565 -8.54526
C 3.37586 2.99103 -7.50362
C 3.84075 4.27727 -7.82059
C 4.20331 4.55359 -9.14823
N 4.08279 3.63314 -10.10352
C 3.59348 2.41904 -9.84548
C 3.09818 2.62942 -6.14099
C 3.06628 2.18288 -5.00317
C 2.52090 1.53699 -3.90410
C 1.13542 1.32225 -3.99482
C 0.49218 0.81257 -2.89506
C 1.26508 0.66763 -1.73178
C 2.66294 0.67327 -1.67717
C 3.30855 1.18534 -2.80649
Pt -0.06658 0.86984 -0.26809
P -2.04170 2.02393 -0.22410
H 3.94402 5.03879 -7.05238
H 2.81249 1.06165 -8.35096
H 4.59603 5.53670 -9.41775
H 3.50004 1.70761 -10.66917
H 4.38973 1.32707 -2.86026
H 0.61083 1.59100 -4.90902
H 3.18842 0.31650 -0.79372
H -0.57277 0.59844 -2.90393
C -2.70173 1.98655 1.48561
C -3.58119 3.12300 1.99097
H -1.82837 1.86374 2.14225
H -3.24923 1.03268 1.54587
H -3.93179 2.84835 2.99331
H -3.02161 4.06240 2.08286
H -4.46788 3.28648 1.36690
C -1.82552 3.68779 -0.93878
C -2.28089 3.93491 -2.38323
H -0.75374 3.92226 -0.88241
H -2.34689 4.35577 -0.23884
H -1.87747 4.91010 -2.69331
H -1.88403 3.18089 -3.08085
H -3.37321 3.97682 -2.48108
C -3.45095 1.30664 -1.16349
C -4.79862 2.02852 -0.98677
H -3.54449 0.25169 -0.84827
H -3.14913 1.31031 -2.22627
H -5.50046 1.61689 -1.72702
H -5.22789 1.85025 0.01092
H -4.72717 3.11389 -1.16075
Br 0.13662 0.37685 2.34124
P 2.50392 3.71112 1.34116
C 0.70588 3.85980 1.62881
C 0.27252 5.19456 2.23828
H 0.39956 3.00891 2.25219
H 0.26228 3.71481 0.63740
H -0.69870 5.50308 1.83483
H 0.18026 5.11810 3.32525
H 0.99688 5.98963 2.02241
C 3.04429 2.02097 1.80361
C 3.91929 2.10217 3.05586
H 3.58134 1.56512 0.96301
H 2.13399 1.42829 2.00311
H 3.82430 1.19721 3.66907
H 4.97398 2.21529 2.78539
H 3.63572 2.96174 3.67541
C 2.76515 3.83929 -0.46065
C 3.58149 5.07503 -0.86918
H 1.78807 3.82701 -0.95892
H 3.30015 2.92949 -0.75626
H 4.12673 4.86639 -1.80085
H 2.93349 5.94437 -1.03799
H 4.31149 5.33917 -0.09281
C -2.91026 -2.78841 -1.08923
N -1.73985 -3.11061 -0.28599
C -1.44737 -4.52986 -0.12873
C -0.80204 -2.14953 -0.07237
N -0.94940 -0.96025 -0.64321
N 0.26062 -2.46443 0.70933
C 0.21885 -3.41717 1.80019
C 1.53822 -1.80186 0.53490
H -3.49177 -3.70228 -1.17996
H -2.63937 -2.46350 -2.10264
H -3.52896 -2.02022 -0.61353
H -0.40208 -4.77340 -0.38073
H -1.66354 -4.87997 0.88883
H -2.10048 -5.08637 -0.79720
H -1.60996 -0.93792 -1.41374
H 0.62415 -4.38742 1.49291
H 0.86006 -3.05407 2.60971
H -0.79206 -3.54535 2.18960
H 2.25261 -2.49074 0.07747
H 1.44025 -0.93821 -0.13188
H 1.90527 -1.45511 1.49613

114
Properties=species:S:1:pos:R:3 method="wB97M-V/def2-TZVPD" lumo_ha=-0.0234 e_tot_ha=-64485.7218
O 1.91998 4.77048 0.86452
P 1.18711 5.77968 0.09834
O 1.37597 7.20147 0.84162
O 1.71718 5.90964 -1.39210
C -0.60982 5.41961 0.13437
C -1.10737 4.15268 0.25508
Cl -0.07746 2.75160 0.37835
C -2.55284 3.96926 0.31553
C -3.43698 4.98613 0.24324
C -2.94102 6.30981 0.10833
N -3.67003 7.41791 0.02569
S -2.59989 8.62711 -0.08858
N -1.21561 7.80980 -0.05560
C -1.53165 6.52014 0.05904
H 0.86800 7.10341 1.65792
H 2.06026 6.79350 -1.58267
H -2.95192 2.98228 0.42176
H -4.49383 4.76542 0.30407
Br -2.99600 0.23994 -0.01769
C -4.17116 -0.06135 -1.55652
C -3.85474 0.80051 -2.75713
Br -4.51205 2.62994 -2.56870
H -5.18717 0.08471 -1.20270
H -4.01606 -1.11183 -1.80093
H -4.36903 0.41744 -3.63633
H -2.78844 0.86758 -2.95936
Br -0.99450 3.45996 -2.37784
C -0.46708 2.97806 -4.18528
C 0.40316 1.75083 -4.18855
Br 2.21857 2.15959 -3.61548
H 0.01758 3.84878 -4.61464
H -1.39635 2.78690 -4.71738
H 0.50308 1.35640 -5.19715
H 0.03475 0.96878 -3.52984
Br -2.60848 -3.36377 0.31969
C -0.67819 -3.63224 0.27628
C 0.01048 -2.99038 1.44899
Br 0.11643 -1.06603 1.17927
H -0.33247 -3.23808 -0.67108
H -0.54259 -4.71232 0.28905
H 1.03976 -3.33477 1.52564
H -0.49638 -3.15881 2.39459
Br -3.37823 -0.37812 -6.89715
C -2.92795 -1.05160 -8.66712
C -1.94365 -2.18821 -8.59808
Br -0.13424 -1.56115 -8.24414
H -2.56452 -0.20595 -9.24185
H -3.87007 -1.39627 -9.08788
H -1.88398 -2.69864 -9.55681
H -2.18652 -2.90688 -7.82048
Br -2.18671 2.48491 2.61996
C -3.43242 2.58814 4.11048
C -4.38466 1.42346 4.10853
Br -5.76567 1.64212 2.74961
H -3.93607 3.54780 4.03580
H -2.81427 2.57506 5.00589
H -4.92077 1.36364 5.05382
H -3.89757 0.47313 3.91135
Br 4.13596 -4.16723 2.17812
C 4.95268 -3.55921 0.52016
C 4.09302 -2.52764 -0.15611
Br 2.56319 -3.34880 -1.03119
H 5.12439 -4.43942 -0.09126
H 5.90937 -3.12878 0.80915
H 4.64314 -2.02512 -0.94897
H 3.69995 -1.78657 0.53397
Br 0.01826 -5.30355 -2.88590
C -0.18000 -4.61598 -4.69546
C -1.05264 -3.39343 -4.76525
Br -2.93769 -3.86594 -4.59035
H -0.57041 -5.43645 -5.28908
H 0.83127 -4.38150 -5.02172
H -0.95664 -2.92261 -5.74148
H -0.84036 -2.66135 -3.99187
Br -2.45099 5.62325 -5.71004
C -1.34981 7.04046 -6.45948
C 0.05598 6.56774 -6.71717
Br 1.08142 6.44825 -5.06678
H -1.39546 7.87401 -5.76612
H -1.83541 7.31973 -7.39222
H 0.59185 7.28274 -7.33789
H 0.09297 5.58750 -7.18186
Br 5.94442 -2.19827 5.21576
C 4.70982 -2.14288 6.71902
C 3.87274 -3.39120 6.79479
Br 2.45425 -3.38441 5.46259
H 4.11829 -1.24012 6.60614
H 5.33950 -2.05324 7.60171
H 3.36231 -3.44778 7.75404
H 4.44468 -4.29898 6.63814
Br 8.10116 1.49630 7.30472
C 8.62099 1.08760 5.47516
C 9.57395 -0.07522 5.41643
Br 11.37318 0.44375 5.94885
H 9.03527 1.99824 5.05495
H 7.69261 0.84223 4.96319
H 9.67137 -0.43569 4.39463
H 9.27802 -0.89555 6.06201
Br -7.73191 -1.39398 5.43144
C -7.23096 -1.81144 3.59760
C -6.38058 -3.05034 3.52418
Br -4.55313 -2.68660 4.08376
H -6.72957 -0.93333 3.20538
H -8.17189 -1.96030 3.07179
H -6.29940 -3.39837 2.49628
H -6.74988 -3.85703 4.14916
Br 4.98177 -8.20592 3.17986
C 3.32778 -8.66110 4.09682
C 2.73289 -7.46655 4.79275
Br 3.68597 -7.04963 6.43706
H 3.55825 -9.47466 4.77694
H 2.65763 -9.01873 3.31802
H 1.71038 -7.67450 5.10089
H 2.74956 -6.56722 4.18405

90
Properties=species:S:1:pos:R:3 method="wB97M-V/def2-TZVPD" total_charge=+4 de_lowest_ev=1.706 spin_multiplicity=5 lumo_ha="-0.4618 / -0.5290" e_tot_ha=-5086.7112 s_squared=6.43
N -6.11216 4.15231 -4.80987
C -6.02545 4.67429 -3.57722
C -5.30426 4.06884 -2.54504
C -4.58419 2.87069 -2.76984
C -4.66678 2.35248 -4.09470
C -5.42745 3.02823 -5.06278
C -3.71737 2.34564 -1.72281
Ru -1.18878 0.73234 -0.10488
P 4.98929 -0.89334 -0.06985
C -2.75654 1.35520 -1.89605
C -1.35452 1.72000 -1.83708
C -0.40110 1.07515 -2.66747
C 0.90575 1.56925 -2.73116
C 1.30343 2.54762 -1.80860
C 0.43514 3.05151 -0.83437
C -0.95192 2.77088 -0.93163
Br 3.04663 3.08077 -1.79553
H -3.79381 2.84717 -0.75080
H -3.04007 0.50024 -2.51016
H -5.32393 4.56167 -1.57838
H -4.18482 1.42415 -4.38969
H -6.59611 5.59712 -3.41804
H -5.51541 2.64950 -6.08477
H -0.76355 0.27314 -3.31460
H -1.70248 3.44171 -0.54224
H 1.61906 1.23133 -3.48497
H 0.79864 3.68394 -0.03591
P -1.21999 -1.47033 -0.39769
C 5.48828 0.83257 0.31990
C 6.78897 1.22954 -0.36498
H 5.59606 0.90771 1.40937
H 4.64498 1.46915 -0.00775
H 6.97198 2.29994 -0.21977
H 7.64483 0.70312 0.05937
H 6.75371 1.02200 -1.44454
C 4.19806 -0.80094 -1.72656
C 4.77599 -1.92902 -2.60280
H 4.42498 0.19514 -2.14129
H 3.10526 -0.89772 -1.59591
H 4.29686 -1.94152 -3.59190
H 5.85482 -1.79101 -2.75055
H 4.62383 -2.91547 -2.13939
C 3.72790 -1.12000 1.20597
C 4.41053 -1.70777 2.43825
H 2.92904 -1.76009 0.80505
H 3.33918 -0.11203 1.39752
H 3.73426 -2.36692 2.98092
H 5.29418 -2.30191 2.17738
H 4.73495 -0.92492 3.12572
C -0.82000 -2.39216 1.14285
C -1.16730 -3.87814 1.09743
H -1.33756 -1.87292 1.95710
H 0.26078 -2.21556 1.29068
H -2.24590 -4.04142 1.25035
H -0.87457 -4.35789 0.15694
H -0.61925 -4.36965 1.91122
C -0.01152 -2.09492 -1.61474
C -0.55061 -2.51514 -2.98124
H 0.51516 -2.91621 -1.10262
H 0.70589 -1.25352 -1.71894
H -1.45804 -3.13141 -2.92536
H -0.74627 -1.63841 -3.60996
H 0.22700 -3.10986 -3.47649
C -2.94934 -1.92840 -0.80010
C -3.84850 -1.00078 0.01923
H -3.18882 -2.99042 -0.69605
H -2.98148 -1.76563 -1.89476
H -4.74203 -0.71236 -0.55258
H -4.19043 -1.42608 0.97606
H -3.28980 -0.04817 0.24806
C 1.48562 1.17447 2.91515
N 0.61642 0.29495 3.70260
C 0.88597 0.35534 5.16187
C -0.68965 0.18691 3.30846
S -1.38994 1.28463 2.16909
N -1.45466 -0.78627 3.86064
C -0.90088 -1.86239 4.68397
C -2.90478 -0.78952 3.66822
H 1.20202 2.23446 3.02347
H 1.40563 0.90402 1.85440
H 2.51776 1.03202 3.25018
H -0.03757 0.56894 5.70850
H 1.31850 -0.59001 5.51261
H 1.61400 1.15465 5.35381
H -0.94199 -1.58374 5.75094
H -1.51934 -2.76453 4.55280
H 0.12537 -2.11071 4.39495
H -3.26114 0.25022 3.58168
H -3.20239 -1.34640 2.75713
H -3.36224 -1.27937 4.54457